<w>
Computed, not measured: C6H11NOS in the gas phase, with ωB97M-V/def2-TZVPD.

The geometry in XYZ format:
```
20
C6H11NOS | the OMol25 dataset | ωB97M-V/def2-TZVPD
H 3.351 -1.615 0.117
H -0.259 2.379 -0.780
H 3.251 0.256 -0.224
C -1.837 -0.936 -0.515
C 1.429 -0.781 -0.645
C 0.574 0.152 -0.254
C -3.189 -1.044 -0.562
N -0.907 2.592 1.438
H -1.232 3.500 1.617
H 1.134 -1.795 -1.048
H 1.109 1.095 -0.209
H 3.372 -1.115 -1.401
H -3.837 -0.179 -0.532
S -1.340 1.751 -0.032
C -0.891 0.149 -0.480
H -3.802 -1.988 -0.605
H -1.259 2.109 2.231
O -2.668 2.172 -0.271
H -1.490 -1.909 -0.782
C 2.902 -0.782 -0.449
```

Its charge is 0. The lowest unoccupied orbital energy comes out at 0.419 eV. As for the SMILES: C=CC(/C=C/C)=[S@H](N)=O. As for the orbital gap: 7.641 eV.

<x>
Computed, not measured: C6H11NOS in the gas phase, with ωB97M-V/def2-TZVPD.

The geometry in XYZ format:
```
20
C6H11NOS | the OMol25 dataset | ωB97M-V/def2-TZVPD
C -1.356 -2.086 -0.334
H -0.417 1.345 -2.150
H -0.765 -2.980 -0.145
H -0.323 2.336 0.718
H 3.638 -0.688 0.218
C 0.686 -0.924 0.333
H 2.884 -1.043 1.775
H -2.229 -2.278 -0.759
H -1.716 0.575 -2.681
C -0.734 -0.928 -0.076
S -1.816 0.861 -0.318
H 1.323 1.089 0.429
H 0.976 -1.994 0.474
O -3.225 0.515 -0.261
C 1.583 0.025 0.541
C -1.339 1.939 0.756
C 2.944 -0.344 0.982
H 3.434 0.617 1.324
H -2.089 2.684 1.099
N -1.460 1.281 -1.924
```

Its charge is 0. The lowest unoccupied orbital energy comes out at 0.558 eV. As for the SMILES: C=C(/C=C/C)[S@@](=C)(N)=O. As for the orbital gap: 8.890 eV.

The structure with the most favorable energy is <x>; the runner-up is 44.0 kJ/mol above it.

<w>
Computed, not measured: 4 unconnected molecules or ions with the total composition C4H15NO3, with ωB97M-V/def2-TZVPD.

The geometry in XYZ format:
```
23
C4H15NO3 | the OMol25 dataset | ωB97M-V/def2-TZVPD
H 0.017 1.889 1.665
O -1.568 -1.628 2.228
H -1.714 -0.915 -2.146
H -0.894 1.926 -1.031
H 2.344 2.081 0.306
H 1.209 0.347 -2.984
O 1.889 -1.898 2.044
C 0.318 1.514 0.723
H 2.401 -0.467 -3.134
C -1.921 -0.953 -1.073
H 1.196 3.326 -0.322
H 1.410 1.842 -1.222
H 1.189 -1.797 2.603
H 0.685 0.454 0.846
H 1.475 -2.386 1.441
H -1.930 -0.807 2.383
C 1.320 2.237 -0.135
N -1.543 -0.128 -0.137
H -2.302 -1.981 -0.820
H -1.623 -1.601 1.261
O 1.834 0.149 -3.627
H -1.866 1.647 0.576
C -1.058 1.260 -0.118
```

Its charge is 0. The lowest unoccupied orbital energy comes out at 0.502 eV. As for the SMILES: C=NCCC.O.O.O. As for the orbital gap: 10.436 eV.

<x>
Computed, not measured: 4 unconnected molecules or ions with the total composition C4H15NO3, with ωB97M-V/def2-TZVPD.

The geometry in XYZ format:
```
23
C4H15NO3 | the OMol25 dataset | ωB97M-V/def2-TZVPD
O -3.078 -0.131 2.237
H -2.515 -0.838 1.881
H 0.335 -1.085 1.102
H 1.325 1.309 1.134
C -0.480 0.611 0.129
H -1.040 0.959 -0.736
C -0.390 -0.696 0.393
H 1.641 -0.146 -1.108
H -0.169 1.917 1.745
H -1.856 -1.509 -0.755
H 1.029 3.740 0.481
H 1.361 -4.102 -1.144
C 0.340 1.666 0.806
H -2.607 0.654 1.920
H 1.595 -2.621 -1.711
O 0.949 -3.234 -1.293
H -0.818 -2.591 -0.098
H 0.988 2.742 -0.981
H 2.318 -0.574 -2.412
H -0.467 3.420 -0.154
O 2.323 -0.714 -1.465
N -1.289 -1.709 0.055
C 0.504 2.929 -0.025
```

Its charge is 0. The lowest unoccupied orbital energy comes out at 0.523 eV. As for the SMILES: CC/C=C/N.O.O.O. As for the orbital gap: 8.975 eV.

<y>
Computed, not measured: 3 unconnected molecules or ions with the total composition C4H15NO3, with ωB97M-V/def2-TZVPD.

The geometry in XYZ format:
```
23
C4H15NO3 | the OMol25 dataset | ωB97M-V/def2-TZVPD
H 1.445 -2.844 -5.289
C -0.845 0.282 1.699
H -0.279 0.948 -0.709
H -1.736 -1.865 0.442
H -0.279 2.313 1.357
O 1.921 0.389 0.874
O 1.901 -3.540 -4.780
H -0.494 -1.411 -0.714
H 1.930 2.273 1.837
H -2.145 0.759 0.123
H 1.841 0.690 2.916
H -0.284 1.827 3.073
N -1.326 0.271 0.266
C 1.513 1.209 1.981
H -1.805 0.033 2.380
H -0.657 2.210 -1.541
H -2.154 -1.237 -1.151
C -1.424 -1.088 -0.266
H -0.205 -0.669 1.870
O 0.034 1.680 -1.375
C -0.020 1.459 2.019
H 1.619 -4.391 -5.145
H 1.448 0.703 0.132
```

Its charge is 0. The lowest unoccupied orbital energy comes out at 0.789 eV. As for the SMILES: CNCCCO.O.O. As for the orbital gap: 10.201 eV.

The structure with the most favorable energy is <x>; the runner-up is 132.1 kJ/mol above it.

<w>
Computed, not measured: 4 unconnected molecules or ions with the total composition C4H15NO3, with ωB97M-V/def2-TZVPD.

The geometry in XYZ format:
```
23
C4H15NO3 | the OMol25 dataset | ωB97M-V/def2-TZVPD
H 1.273 -3.146 2.083
C -0.094 1.444 1.499
H -1.125 -4.074 0.260
H 0.693 0.999 2.104
H -0.300 2.459 1.986
H 1.471 1.264 0.113
H -0.687 0.283 -1.586
H 0.956 3.502 -4.934
H 2.000 -1.956 2.243
H 0.344 -0.858 -0.721
O 2.133 -2.838 2.021
H -2.233 -0.537 -0.026
O 1.745 3.676 -4.258
H -1.495 0.219 2.568
H 0.227 2.149 -0.740
C 0.322 1.301 -0.023
N -1.419 -0.398 0.470
H -1.160 -5.209 -0.730
H -2.282 1.157 1.381
H 1.971 4.547 -4.367
C -0.335 0.060 -0.564
C -1.374 0.538 1.503
O -0.632 -4.583 -0.282
```

Its charge is 0. The lowest unoccupied orbital energy comes out at 0.723 eV. As for the SMILES: C1CCNC1.O.O.O. As for the orbital gap: 9.284 eV.

<x>
Computed, not measured: 3 unconnected molecules or ions with the total composition C4H15NO3, with ωB97M-V/def2-TZVPD.

The geometry in XYZ format:
```
23
C4H15NO3 | the OMol25 dataset | ωB97M-V/def2-TZVPD
N 0.268 1.369 -0.163
O -1.735 -0.261 -2.342
C 0.277 0.435 0.997
H 1.814 -2.641 -1.139
H -1.936 -0.052 3.225
H 2.218 0.751 -0.656
O 1.394 -2.545 -1.990
H -1.997 0.101 -3.190
H 2.111 2.425 -0.677
H 1.116 -1.409 0.232
H 1.225 0.575 1.530
C 1.522 1.540 -0.919
H -0.037 2.299 0.097
H -0.398 -1.588 1.146
H -0.303 -0.970 -0.535
H 1.260 1.455 -1.971
H -1.777 0.816 1.215
H -0.726 1.880 2.270
C 0.143 -0.969 0.431
H -0.909 0.137 -2.048
H 0.444 -2.647 -1.959
O -1.015 0.016 2.971
C -0.895 0.892 1.837
```

Its charge is 0. The lowest unoccupied orbital energy comes out at 0.786 eV. As for the SMILES: CN[C@H](C)CO.O.O. As for the orbital gap: 9.830 eV.

The structure with the most favorable energy is <x>; the runner-up is 121.2 kJ/mol above it.